[1]
Molecular formula: C4H6N2
Method: DFT, the ωB97M-V functional and the def2-TZVPD basis

Structure (XYZ):
```
12
C4H6N2 (the ωB97M-V functional and the def2-TZVPD basis)
N 2.080 -0.244 0.192
C 0.695 0.084 0.058
C -0.154 1.183 -0.210
C -1.467 0.649 -0.323
C -1.433 -0.674 -0.060
N -0.124 -1.014 0.128
H 2.517 -0.518 -0.691
H 2.646 0.495 0.584
H -0.454 2.043 0.355
H -2.358 1.252 -0.440
H -2.236 -1.377 -0.056
H 0.183 -1.909 0.467
```

Summary:
Energy above the lowest of the compared OMol25 structures with the same formula, charge and spin = 162.5 kJ/mol
HOMO level = -7.874 eV
E_tot = -265.47369 a.u.
SMILES string = Nc1ccc[nH]1


[2]
Molecular formula: C4H6N2
Method: DFT, the ωB97M-V functional and the def2-TZVPD basis

Structure (XYZ):
```
12
C4H6N2 (the ωB97M-V functional and the def2-TZVPD basis)
N -0.982 1.808 -0.129
C -0.346 0.546 -0.091
C -0.178 -0.456 -1.018
C 0.544 -1.508 -0.377
C 0.803 -1.106 0.907
N 0.250 0.142 1.075
H -0.304 2.552 -0.268
H -1.653 1.847 -0.887
H -0.515 -0.431 -2.047
H 0.853 -2.448 -0.823
H 1.344 -1.590 1.709
H 0.180 0.650 1.942
```

Summary:
Energy above the lowest of the compared OMol25 structures with the same formula, charge and spin = 27.5 kJ/mol
HOMO level = -7.773 eV
E_tot = -265.52511 a.u.
SMILES string = Nc1ccc[nH]1


[3]
Molecular formula: C4H6N2
Method: DFT, the ωB97M-V functional and the def2-TZVPD basis

Structure (XYZ):
```
12
C4H6N2 (the ωB97M-V functional and the def2-TZVPD basis)
N -1.826 0.311 -2.425
C -1.056 0.780 -1.704
C -0.080 1.244 -0.749
N -0.081 0.103 0.308
C 1.018 -0.140 1.248
C 0.836 -1.031 0.088
H 0.846 1.407 -1.339
H -0.455 2.225 -0.391
H 0.723 -0.477 2.244
H 1.859 0.541 1.224
H 1.561 -0.958 -0.721
H 0.427 -2.032 0.225
```

Summary:
Energy above the lowest of the compared OMol25 structures with the same formula, charge and spin = 225.4 kJ/mol
HOMO level = -9.874 eV
E_tot = -265.44974 a.u.
SMILES string = N#CCN1CC1


[4]
Molecular formula: C4H6N2
Method: DFT, the ωB97M-V functional and the def2-TZVPD basis

Structure (XYZ):
```
12
C4H6N2 (the ωB97M-V functional and the def2-TZVPD basis)
C -1.181 0.832 -0.092
C -0.566 -0.490 0.311
N 0.128 -1.455 -0.530
C 0.908 -0.680 0.435
C 1.757 0.389 -0.057
N 2.420 1.254 -0.446
H -0.722 1.283 -0.977
H -2.255 0.718 -0.272
H -1.063 1.537 0.741
H -1.132 -1.000 1.087
H 0.379 -1.144 -1.462
H 1.327 -1.245 1.260
```

Summary:
Energy above the lowest of the compared OMol25 structures with the same formula, charge and spin = 153.4 kJ/mol
HOMO level = -10.123 eV
E_tot = -265.47716 a.u.
SMILES string = C[C@H]1N[C@H]1C#N


[5]
Molecular formula: C4H6N2
Method: DFT, the ωB97M-V functional and the def2-TZVPD basis

Structure (XYZ):
```
12
C4H6N2 (the ωB97M-V functional and the def2-TZVPD basis)
N 2.442 -0.249 -1.042
C 1.420 -0.065 -0.532
C 0.130 0.075 0.029
N 0.836 1.231 0.900
C -1.194 -0.101 -0.769
C -0.845 -1.113 0.284
H 1.381 1.057 1.749
H 0.985 2.187 0.565
H -1.168 -0.390 -1.833
H -2.001 0.591 -0.539
H -1.423 -1.088 1.205
H -0.564 -2.136 -0.016
```

Summary:
Energy above the lowest of the compared OMol25 structures with the same formula, charge and spin = 332.2 kJ/mol
HOMO level = -8.841 eV
E_tot = -265.40903 a.u.
SMILES string = N#CC1(N)CC1


[6]
Molecular formula: C4H6N2
Method: DFT, the ωB97M-V functional and the def2-TZVPD basis

Structure (XYZ):
```
12
C4H6N2 (the ωB97M-V functional and the def2-TZVPD basis)
H 3.495 0.463 -0.217
N 2.498 0.424 -0.048
C 2.028 -0.751 -0.205
N 0.698 -0.948 0.101
C 0.031 0.087 0.086
C -0.924 0.958 0.088
C -2.158 0.051 0.003
H 2.576 -1.656 -0.447
H -0.879 1.894 0.632
H -3.030 0.675 0.142
H -2.117 -0.698 0.808
H -2.218 -0.499 -0.941
```

Summary:
Energy above the lowest of the compared OMol25 structures with the same formula, charge and spin = 308.8 kJ/mol
HOMO level = -8.442 eV
E_tot = -265.41797 a.u.
SMILES string = [H]/N=C/N=C=CC


[7]
Molecular formula: C4H6N2
Method: DFT, the ωB97M-V functional and the def2-TZVPD basis

Structure (XYZ):
```
12
C4H6N2 (the ωB97M-V functional and the def2-TZVPD basis)
C 0.707 1.269 0.143
C -1.026 -0.059 0.572
C 0.184 0.493 -1.043
C -0.864 -0.739 -0.669
N 0.840 0.628 1.347
N 0.034 -0.473 1.470
H -0.401 1.076 -1.646
H 1.026 0.334 -1.648
H -0.413 -1.796 -0.625
H -1.654 -0.650 -1.470
H 1.070 1.223 2.207
H 0.496 -1.307 1.362
```

Summary:
Energy above the lowest of the compared OMol25 structures with the same formula, charge and spin = 733.6 kJ/mol
HOMO level = -8.136 eV
E_tot = -265.25617 a.u.


[8]
Molecular formula: C4H6N2
Method: DFT, the ωB97M-V functional and the def2-TZVPD basis

Structure (XYZ):
```
12
C4H6N2 (the ωB97M-V functional and the def2-TZVPD basis)
C -0.903 -1.355 -0.606
C 0.104 -0.276 -0.366
C 0.507 1.384 1.267
N 0.402 0.125 0.909
C 0.602 0.541 -1.401
N 1.098 1.160 -2.259
H -1.926 -0.959 -0.529
H -0.824 -2.184 0.110
H -0.786 -1.763 -1.612
H 1.118 1.692 2.102
H 0.003 2.114 0.655
H 0.647 -0.589 1.595
```

Summary:
Energy above the lowest of the compared OMol25 structures with the same formula, charge and spin = 265.3 kJ/mol
HOMO level (alpha / beta) = -7.459 / -7.377 eV
E_tot = -265.43453 a.u.


[9]
Molecular formula: C4H6N2
Method: DFT, the ωB97M-V functional and the def2-TZVPD basis

Structure (XYZ):
```
12
C4H6N2 (the ωB97M-V functional and the def2-TZVPD basis)
N 2.592 1.488 -0.598
C 1.938 0.536 -0.550
C 1.055 -0.639 -0.531
N -0.121 -0.413 0.304
C -1.409 -0.505 -0.367
C -0.870 0.807 0.053
H 0.800 -0.866 -1.578
H 1.613 -1.494 -0.140
H -2.201 -0.989 0.197
H -1.408 -0.718 -1.438
H -0.509 1.483 -0.722
H -1.244 1.299 0.946
```

Summary:
Energy above the lowest of the compared OMol25 structures with the same formula, charge and spin = 193.0 kJ/mol
HOMO level = -9.868 eV
E_tot = -265.46205 a.u.
SMILES string = N#CCN1CC1


[10]
Molecular formula: C4H6N2
Method: DFT, the ωB97M-V functional and the def2-TZVPD basis

Structure (XYZ):
```
12
C4H6N2 (the ωB97M-V functional and the def2-TZVPD basis)
C -1.710 0.907 -0.052
C -0.775 -0.180 0.233
N -0.012 -0.549 -0.689
C 1.255 -0.954 -0.035
C 2.266 0.113 -0.185
N 3.088 0.917 -0.343
H -1.414 1.387 -0.989
H -2.690 0.459 -0.133
H -1.689 1.630 0.768
H -0.724 -0.641 1.229
H 1.146 -1.711 -0.794
H 1.257 -1.377 0.990
```

Summary:
Energy above the lowest of the compared OMol25 structures with the same formula, charge and spin = 290.9 kJ/mol
HOMO level = -9.942 eV
E_tot = -265.42479 a.u.
SMILES string = C/C=N/CC#N


Number 1: F_max 0.0527 Eh/bohr. Number 2: F_max 0.0055 Eh/bohr. Number 3: F_max 0.0365 Eh/bohr. Number 4: F_max 0.0219 Eh/bohr. Number 5: F_max 0.0658 Eh/bohr. Number 6: F_max 0.0128 Eh/bohr. Number 7: F_max 0.0847 Eh/bohr. Number 8: F_max 0.0234 Eh/bohr. Number 9: F_max 0.0214 Eh/bohr. Number 10: F_max 0.0733 Eh/bohr.